Record 1
Formula: C28H29CoFN5OSSi
Source: the Open Molecules 2025 dataset
Level of theory: ωB97M-V/def2-TZVPD

```
67
C28H29CoFN5OSSi ωB97M-V/def2-TZVPD
Co -0.19077 0.54406 0.99320
C 2.74402 1.44622 -2.62216
Si 2.35393 1.47565 -0.77603
C 3.34604 2.85653 0.03291
C 3.02858 -0.13618 -0.03783
N 0.65128 1.56536 -0.51512
C -0.11777 2.45023 -1.24091
C 0.32550 3.71147 -1.67599
C -0.47767 4.57864 -2.40041
C -1.78474 4.24048 -2.71855
C -2.27290 3.00939 -2.29803
C -1.44711 2.16554 -1.59448
F -1.97060 0.97343 -1.18747
H 3.75051 1.81709 -2.82674
H 2.04417 2.05740 -3.19469
H 2.68411 0.42394 -3.00470
H 4.39744 2.57805 0.13375
H 2.95244 3.05730 1.03165
H 3.30904 3.78838 -0.53568
H 3.76030 -0.56252 -0.73010
H 2.26704 -0.89742 0.13819
H 3.54445 0.03804 0.90738
H 1.33246 4.01732 -1.41808
H -0.07635 5.53725 -2.70392
H -2.42086 4.92074 -3.26710
H -3.28887 2.69436 -2.49735
C -0.19054 -1.70473 3.48983
N -0.86099 -0.62680 2.81506
C -1.78329 0.02078 3.45549
C -2.28499 1.22269 2.91695
C -3.29631 2.09644 3.33043
C -3.27183 3.15951 2.43140
C -2.24187 2.88574 1.51971
N -1.65008 1.72098 1.80368
C -0.70433 -3.09709 3.19988
C -1.33939 -3.40097 2.00187
C -1.78370 -4.69176 1.76287
C -1.59864 -5.68543 2.71514
C -0.97376 -5.38426 3.91503
C -0.53266 -4.09070 4.15652
H -0.22143 -1.55836 4.57972
H 1.79028 -2.43947 3.27953
H -2.15288 -0.32546 4.42357
H -3.95069 1.96171 4.17717
H -3.90283 4.03318 2.43302
H -1.90500 3.49460 0.69415
H -1.49496 -2.61881 1.27321
H -2.28428 -4.92295 0.83161
H -1.95402 -6.68992 2.52672
H -0.83910 -6.15020 4.66745
H -0.06028 -3.84857 5.10274
N -0.43355 -1.20336 -0.23888
C -0.21275 -1.42522 -1.34247
C 0.15376 -1.56546 -2.71739
C -0.40476 -0.68825 -3.64484
C 0.00569 -0.76719 -4.96446
C 0.95943 -1.70200 -5.34186
C 1.51424 -2.56875 -4.40789
C 1.11241 -2.50768 -3.08479
H -1.12446 0.05150 -3.32210
H -0.41105 -0.08728 -5.69501
H 1.27926 -1.75323 -6.37423
H 2.26272 -3.28859 -4.70931
H 1.54103 -3.16422 -2.34034
O 1.51196 0.79634 2.34194
S 2.05778 -0.21257 3.29642
N 1.23218 -1.62498 3.05072
```

- 2S+1 = 5
- ΔE to the lowest compared entry with this formula, charge and spin (kcal per mole) = 8.1
- E_HOMO (spin up / spin down) (eV) = -7.02 / -7.05


Record 2
Formula: C28H29F5O2S
Source: the Open Molecules 2025 dataset
Level of theory: ωB97M-V/def2-TZVPD

```
65
C28H29F5O2S ωB97M-V/def2-TZVPD
C 1.45745 0.38651 1.17016
O 0.88756 0.93252 -0.00008
C -0.47915 0.66453 -0.16843
C -1.36727 1.65134 0.58623
S -0.96693 3.37633 0.18594
O -2.71713 1.43697 0.23106
C -3.45576 0.64907 1.07956
F -3.47410 -0.65324 0.61434
H 1.20938 0.97412 2.06225
H 2.53728 0.37922 1.03360
H 1.12093 -0.64405 1.33974
H -0.72424 -0.34365 0.19442
H -0.71377 0.69558 -1.23457
H -1.21086 1.52055 1.65995
H -0.27946 3.67780 1.28553
H -4.48296 1.00841 1.09765
H -3.04607 0.62660 2.08933
F 0.79504 4.27864 3.13285
C 2.12648 4.07543 2.98801
C 2.87252 3.77212 4.10785
C 4.23551 3.56266 3.95666
C 4.82518 3.66295 2.70414
C 4.04896 3.97157 1.59561
C 2.68359 4.17737 1.73042
H 2.39116 3.70536 5.07415
H 4.83770 3.32096 4.82209
H 5.88864 3.50077 2.59254
H 4.50494 4.05120 0.61818
H 2.06253 4.41012 0.87583
F 3.57274 -1.76498 -2.35499
C 2.42547 -1.87219 -3.05915
C 2.48579 -2.29697 -4.37016
C 1.30401 -2.41479 -5.08720
C 0.09034 -2.10230 -4.49098
C 0.05796 -1.67262 -3.17104
C 1.23271 -1.55561 -2.44217
H 3.44248 -2.53352 -4.81689
H 1.33558 -2.75637 -6.11323
H -0.82887 -2.19486 -5.05349
H -0.88726 -1.42756 -2.70421
H 1.23128 -1.22381 -1.41284
F -4.40508 1.13304 4.01096
C -4.82768 2.33133 4.47857
C -4.50348 2.68914 5.77042
C -4.93308 3.92077 6.24220
C -5.67338 4.76482 5.42606
C -5.98514 4.37763 4.13051
C -5.55991 3.14990 3.64444
H -3.92825 2.01317 6.38839
H -4.68632 4.22133 7.25148
H -6.00582 5.72379 5.79940
H -6.56222 5.03269 3.49212
H -5.78794 2.83166 2.63615
F 2.75160 -4.97581 -6.90967
C 2.28501 -5.87923 -6.02006
C 1.24771 -6.70836 -6.39373
C 0.77263 -7.63009 -5.47184
C 1.33008 -7.70514 -4.20289
C 2.37062 -6.85568 -3.85274
C 2.85953 -5.93546 -4.76763
H 0.82490 -6.62795 -7.38601
H -0.03798 -8.29114 -5.74758
H 0.95190 -8.42271 -3.48746
H 2.80289 -6.90518 -2.86249
H 3.67007 -5.26474 -4.51723
```

- SMILES = COC[C@@H](S)OCF.Fc1ccccc1.Fc1ccccc1.Fc1ccccc1.Fc1ccccc1
- E_HOMO (eV) = -9.12


Record 3
Formula: C28H29FLiN6O6S2
Source: the Open Molecules 2025 dataset
Level of theory: ωB97M-V/def2-TZVPD

```
73
C28H29FLiN6O6S2 ωB97M-V/def2-TZVPD
Li 0.36528 -3.66989 0.02347
S -2.06196 -4.32624 -2.40046
C -0.51494 -5.07183 -2.55372
C -0.20811 -5.87156 -3.68346
C 1.01385 -6.48772 -3.79111
C 1.95700 -6.32776 -2.77470
C 1.59893 -5.53698 -1.70329
N 0.41678 -4.92287 -1.58657
H -0.96376 -5.97868 -4.44904
H 1.23936 -7.09586 -4.66145
H 2.93204 -6.79409 -2.81321
H 2.28221 -5.37653 -0.87479
C 4.05161 1.05617 1.87441
C 3.33235 0.73144 3.17666
N 2.15326 -0.10472 2.97401
C 2.32098 -1.46531 2.99217
C 1.44204 -2.38352 2.53886
C 1.92826 -3.82922 2.39464
O 2.70655 -4.24210 3.26205
O 1.50851 -4.39845 1.35566
C 0.18759 -1.93012 2.00617
O -0.66703 -2.63266 1.45962
C -0.02960 -0.46529 2.09368
C -1.23790 0.03402 1.62334
C -1.39662 1.37369 1.43303
F -2.58308 1.79968 0.90364
C -0.36934 2.29178 1.69884
C 0.79544 1.80302 2.26198
C 0.98713 0.42058 2.46880
N -0.35509 3.64846 1.17563
C 0.29620 3.56870 -0.14052
C 0.32580 4.87894 -0.88810
N -1.08755 5.36190 -0.99364
C -1.59545 5.63054 0.39239
C -1.65421 4.32081 1.15042
H 4.96824 1.61354 2.07855
H 3.42051 1.65179 1.21287
H 4.28612 0.14072 1.33319
H 3.03611 1.63667 3.71191
H 3.99195 0.18019 3.84579
H 3.27655 -1.81086 3.36690
H -2.01006 -0.66827 1.34187
H 1.59229 2.51085 2.44280
H -0.18712 2.82586 -0.78325
H 1.32067 3.23441 0.00645
H 0.71525 4.72913 -1.89286
H 0.89128 5.65612 -0.37451
H -1.62589 4.60264 -1.46833
H -1.15193 6.19336 -1.57632
H -2.58669 6.07298 0.31823
H -0.90428 6.34663 0.83708
H -2.44503 3.72499 0.69157
H -1.95950 4.52849 2.17710
C 1.36391 0.78718 -1.22071
S 1.79947 -0.94223 -1.17620
O 0.49169 -1.61036 -1.17034
O 2.60004 -1.16826 -2.36034
O 2.51020 -1.08034 0.09147
H 0.83517 0.99874 -2.15120
H 2.27490 1.38327 -1.15474
H 0.72236 0.95919 -0.36075
N -2.51637 2.98162 -1.89308
C -2.85781 1.88931 -1.76200
C -3.45912 0.61461 -1.48332
C -2.74695 -0.56610 -1.37107
C -3.42693 -1.67461 -0.85633
N -4.70959 -1.64347 -0.50674
C -5.39219 -0.51244 -0.69100
C -4.82164 0.64816 -1.16223
H -1.68898 -0.66257 -1.59733
H -2.88795 -2.60841 -0.72073
H -6.44137 -0.53216 -0.41653
H -5.39378 1.56130 -1.25129
```

- ΔE to the lowest compared entry with this formula, charge and spin (kcal per mole) = 0.0
- total charge = -1
- E_HOMO (eV) = -3.02


Record 4
Formula: C28H29FeN7OS6SbSe
Source: the Open Molecules 2025 dataset
Level of theory: ωB97M-V/def2-TZVPD

```
74
C28H29FeN7OS6SbSe ωB97M-V/def2-TZVPD
Fe 0.22141 -0.04937 -0.83560
C -0.01037 -4.31425 -0.85595
C -0.33446 -2.88909 -0.49780
N 0.60223 -1.98322 -0.54659
N 1.88135 -2.41055 -0.66774
C 2.78374 -1.50182 -0.52636
S 2.47348 0.13966 -0.09996
S 4.45076 -1.99742 -0.83448
C 4.81343 -2.95450 0.71358
C 4.19368 -4.30993 0.70332
C 4.75048 -5.33756 -0.05756
C 4.16980 -6.59343 -0.08979
C 3.01512 -6.84806 0.63915
C 2.44940 -5.83032 1.39284
C 3.02986 -4.57196 1.42059
C -1.64920 -2.54599 -0.02602
C -2.73826 -3.41042 -0.20242
C -3.97720 -3.14425 0.34177
C -4.14759 -2.00928 1.13570
C -3.10076 -1.13530 1.33291
C -1.85011 -1.33370 0.71296
O -0.92549 -0.43272 0.80784
H 1.06678 -4.44832 -0.87166
H -0.40430 -4.53922 -1.85032
H -0.45362 -5.00636 -0.13806
H 4.45227 -2.33624 1.53329
H 5.90231 -2.99715 0.72495
H 5.64400 -5.13662 -0.63734
H 4.61787 -7.37815 -0.68799
H 2.55489 -7.82793 0.60754
H 1.54339 -6.01485 1.95689
H 2.57292 -3.77966 2.00085
H -2.60020 -4.30357 -0.80065
H -4.81273 -3.80882 0.15433
H -5.11028 -1.79971 1.58875
H -3.21587 -0.25008 1.94535
S -0.47520 2.61641 -4.25850
Sb 1.17054 1.84266 -2.81203
S 0.00985 2.13915 -0.67909
S 0.82729 -0.52762 -3.00698
C -4.01615 -2.04868 -5.09025
C -3.26578 -0.71339 -5.10444
C -2.96938 -0.23584 -3.72382
N -2.11432 -0.77240 -2.94645
N -1.97071 -0.15764 -1.74593
C -2.80897 0.82962 -1.57759
N -2.99248 1.50540 -0.41861
S -3.80168 1.12696 -2.98512
H -4.11485 -2.43356 -6.10802
H -5.01388 -1.93546 -4.66195
H -3.46711 -2.77464 -4.49175
H -3.85420 0.04392 -5.62388
H -2.31182 -0.83425 -5.62007
H -2.24653 1.32317 0.24902
H -3.17107 2.49046 -0.52706
C 2.14086 1.76532 4.87928
N 1.10778 2.75687 4.73860
C 0.13362 2.71590 3.76525
Se -0.27479 1.36764 2.62118
N -0.56545 3.89309 3.89621
C -0.08658 4.63767 4.94982
C -0.47145 5.85097 5.49178
C 0.21605 6.29579 6.62304
C 1.25007 5.55743 7.17628
C 1.65828 4.34419 6.61785
C 0.97602 3.89968 5.49799
H 2.07653 1.10039 4.01866
H 2.00627 1.18261 5.79448
H 3.12068 2.24689 4.89608
H -1.28428 4.14425 3.24221
H -1.27367 6.42574 5.04887
H -0.06923 7.23751 7.07511
H 1.75753 5.92624 8.05889
H 2.47002 3.77374 7.04804
```

- 2S+1 = 2
- ΔE to the lowest compared entry with this formula, charge and spin (kcal per mole) = 53.5
- total charge = -2
- E_HOMO (spin up / spin down) (eV) = -0.44 / -0.57


What did the second record say?
Formula: C28H29F5O2S
Source: the Open Molecules 2025 dataset
Level of theory: ωB97M-V/def2-TZVPD

```
65
C28H29F5O2S ωB97M-V/def2-TZVPD
C 1.45745 0.38651 1.17016
O 0.88756 0.93252 -0.00008
C -0.47915 0.66453 -0.16843
C -1.36727 1.65134 0.58623
S -0.96693 3.37633 0.18594
O -2.71713 1.43697 0.23106
C -3.45576 0.64907 1.07956
F -3.47410 -0.65324 0.61434
H 1.20938 0.97412 2.06225
H 2.53728 0.37922 1.03360
H 1.12093 -0.64405 1.33974
H -0.72424 -0.34365 0.19442
H -0.71377 0.69558 -1.23457
H -1.21086 1.52055 1.65995
H -0.27946 3.67780 1.28553
H -4.48296 1.00841 1.09765
H -3.04607 0.62660 2.08933
F 0.79504 4.27864 3.13285
C 2.12648 4.07543 2.98801
C 2.87252 3.77212 4.10785
C 4.23551 3.56266 3.95666
C 4.82518 3.66295 2.70414
C 4.04896 3.97157 1.59561
C 2.68359 4.17737 1.73042
H 2.39116 3.70536 5.07415
H 4.83770 3.32096 4.82209
H 5.88864 3.50077 2.59254
H 4.50494 4.05120 0.61818
H 2.06253 4.41012 0.87583
F 3.57274 -1.76498 -2.35499
C 2.42547 -1.87219 -3.05915
C 2.48579 -2.29697 -4.37016
C 1.30401 -2.41479 -5.08720
C 0.09034 -2.10230 -4.49098
C 0.05796 -1.67262 -3.17104
C 1.23271 -1.55561 -2.44217
H 3.44248 -2.53352 -4.81689
H 1.33558 -2.75637 -6.11323
H -0.82887 -2.19486 -5.05349
H -0.88726 -1.42756 -2.70421
H 1.23128 -1.22381 -1.41284
F -4.40508 1.13304 4.01096
C -4.82768 2.33133 4.47857
C -4.50348 2.68914 5.77042
C -4.93308 3.92077 6.24220
C -5.67338 4.76482 5.42606
C -5.98514 4.37763 4.13051
C -5.55991 3.14990 3.64444
H -3.92825 2.01317 6.38839
H -4.68632 4.22133 7.25148
H -6.00582 5.72379 5.79940
H -6.56222 5.03269 3.49212
H -5.78794 2.83166 2.63615
F 2.75160 -4.97581 -6.90967
C 2.28501 -5.87923 -6.02006
C 1.24771 -6.70836 -6.39373
C 0.77263 -7.63009 -5.47184
C 1.33008 -7.70514 -4.20289
C 2.37062 -6.85568 -3.85274
C 2.85953 -5.93546 -4.76763
H 0.82490 -6.62795 -7.38601
H -0.03798 -8.29114 -5.74758
H 0.95190 -8.42271 -3.48746
H 2.80289 -6.90518 -2.86249
H 3.67007 -5.26474 -4.51723
```

- SMILES = COC[C@@H](S)OCF.Fc1ccccc1.Fc1ccccc1.Fc1ccccc1.Fc1ccccc1
- E_HOMO (eV) = -9.12